[1]
85
Properties=species:S:1:pos:R:3:forces:R:3:mulliken_charge:R:1 method="wB97M-V/def2-TZVPD" relative_energy_kcal_mol=0.0 homo_lumo_gap_ev=6.9 e_tot_ha=-4002.6378 charge=-1 homo_ev=-4.809 lumo_energy_ev=2.088
Sc -0.1515 0.1685 -0.0353 0.0 0.1 -0.2 -0.7820
I 2.7323 7.2950 -1.5712 0.0 0.0 0.0 -0.0021
C 1.9073 5.5437 -0.7798 0.0 -0.1 0.0 -0.4767
C 0.7914 5.6143 0.0340 -0.1 0.1 0.0 -0.3470
C 0.2419 4.4457 0.5325 0.1 0.0 -0.1 0.0483
I -1.4567 4.5212 1.7338 -0.1 0.0 0.0 -0.0874
C 0.7724 3.1697 0.2469 0.0 0.0 -0.1 -0.6938
O 0.2279 2.0918 0.6933 0.1 0.3 0.2 0.0333
C 1.9308 3.1430 -0.5823 -0.1 -0.1 0.1 1.1209
C 2.5654 1.8143 -0.8952 0.1 0.0 0.0 -1.1442
N 1.6363 0.8494 -1.4956 0.0 -0.1 0.0 0.0927
C 1.2034 1.2119 -2.8403 0.0 0.0 0.0 -1.5537
C 0.0423 2.1678 -2.7805 0.0 0.0 0.0 0.9512
C -0.1005 3.2208 -3.6756 0.0 0.0 0.0 -1.0153
C -1.1899 4.0636 -3.5457 0.0 0.0 0.0 -0.5333
C -2.0991 3.8266 -2.5268 0.0 0.0 0.0 -1.1039
C -1.8784 2.7517 -1.6826 0.0 0.0 0.0 -0.5135
N -0.8355 1.9371 -1.8073 0.1 -0.1 -0.1 0.9496
C 2.4715 4.3103 -1.0824 0.0 0.1 0.0 -0.5431
H 0.3419 6.5680 0.2749 0.0 0.0 0.0 0.3914
H 2.9462 1.3568 0.0198 0.0 0.0 0.0 0.1617
H 3.4222 1.9894 -1.5612 0.0 0.0 0.0 0.4190
H 2.0600 -0.0800 -1.4799 0.0 0.0 -0.1 0.3086
H 0.8701 0.3007 -3.3419 0.0 0.0 0.0 0.4286
H 2.0208 1.6527 -3.4271 0.0 0.0 0.0 0.4213
H 0.6501 3.3824 -4.4387 0.0 0.0 0.0 0.4853
H -1.3176 4.9033 -4.2172 0.0 0.0 0.0 0.3953
H -2.9542 4.4696 -2.3698 0.0 0.0 0.0 0.4733
H -2.5355 2.5265 -0.8523 0.0 0.0 0.0 0.4681
H 3.3446 4.2567 -1.7227 0.0 0.0 0.0 0.4178
C 6.1402 -2.3077 1.1439 -0.1 0.0 0.0 -1.0881
Si 4.6117 -2.9527 2.0358 0.0 0.0 -0.1 0.1557
C 5.1252 -3.5421 3.7561 0.0 0.1 -0.1 -1.1735
C 3.9452 -4.4560 1.1375 0.1 0.0 0.1 -0.9526
C 3.4228 -1.5058 2.2597 0.1 0.0 0.2 0.1822
C 3.6307 -0.6652 3.3453 0.0 -0.1 0.0 0.1347
C 2.8314 0.4500 3.5748 -0.1 0.1 0.0 -1.6425
C 1.8137 0.7009 2.6770 0.1 0.0 0.0 -0.5760
N 1.5923 -0.0718 1.6148 0.1 0.0 0.0 0.7339
C 2.3692 -1.1521 1.3790 -0.1 0.0 -0.1 0.7278
S 1.9601 -1.9963 -0.0654 0.1 -0.1 -0.1 -0.7697
H 6.9081 -3.0773 1.0385 0.0 0.0 0.0 0.3357
H 6.5771 -1.4623 1.6794 0.0 0.0 0.0 0.3327
H 5.8662 -1.9635 0.1446 0.0 0.0 0.0 0.3016
H 5.8192 -4.3812 3.6686 0.0 0.0 0.0 0.3168
H 4.2505 -3.8882 4.3110 0.0 0.0 0.0 0.3332
H 5.6164 -2.7721 4.3527 0.0 0.0 0.0 0.3415
H 4.6807 -5.2633 1.2186 0.0 0.0 0.0 0.3273
H 3.7538 -4.2483 0.0880 0.0 0.0 0.0 0.2778
H 3.0065 -4.8003 1.5741 0.0 0.0 0.0 0.3283
H 4.4348 -0.8793 4.0427 0.0 0.0 0.0 0.2087
H 2.9927 1.1011 4.4227 0.0 0.0 0.0 0.3954
H 1.1498 1.5512 2.7756 0.0 0.0 0.0 0.7004
C -7.9850 -0.2879 0.7232 0.0 0.0 0.0 -0.9239
O -6.7877 0.4136 0.4698 0.0 0.0 0.0 -0.4556
C -5.6106 -0.1979 0.7882 0.0 0.0 0.0 0.8940
C -5.5467 -1.4702 1.3861 0.0 -0.1 0.0 -1.1486
C -4.3084 -1.9833 1.6801 0.1 0.0 0.0 -1.0931
C -3.1109 -1.3089 1.3915 0.0 0.1 0.0 0.2086
C -1.8298 -1.8647 1.7469 0.0 -0.1 0.0 0.5756
C -1.6979 -3.1017 2.6051 0.0 0.0 0.0 -1.8548
O -0.7552 -1.3679 1.3873 -0.2 -0.1 0.1 0.3670
C -3.1760 -0.0263 0.7468 -0.2 0.0 0.0 0.0625
O -2.1469 0.6541 0.4046 0.0 -0.1 0.1 0.4546
C -4.4669 0.5005 0.4910 0.1 0.0 0.0 -0.2980
H -8.7898 0.3626 0.3888 0.0 0.0 0.0 0.2697
H -8.1127 -0.4965 1.7891 0.0 0.0 0.0 0.3518
H -8.0276 -1.2272 0.1652 0.0 0.0 0.0 0.3545
H -6.4352 -2.0392 1.6131 0.0 0.0 0.0 0.3772
H -4.2624 -2.9624 2.1361 0.0 0.0 0.0 0.2652
H -2.6075 -3.4252 3.0994 0.0 0.0 0.0 0.4386
H -0.9306 -2.8955 3.3505 0.0 0.0 0.0 0.3314
H -1.3193 -3.9046 1.9698 0.0 0.0 0.0 0.2971
H -4.5432 1.4737 0.0242 0.0 0.0 0.0 0.4626
F -2.5988 -3.0743 -5.1594 0.0 0.0 0.0 -0.3805
C -2.0540 -2.4197 -4.0900 0.0 0.0 0.0 0.4349
C -2.7745 -1.4189 -3.4762 0.0 0.0 0.0 -1.1323
C -2.1984 -0.7620 -2.3923 0.1 0.0 0.0 0.0591
C -0.9239 -1.0617 -1.8725 -0.1 -0.1 -0.1 1.1957
C -0.2673 -2.1002 -2.5541 0.0 0.0 0.0 -0.2228
C -0.8002 -2.7771 -3.6511 0.0 0.0 0.0 -0.9602
H -3.7618 -1.1634 -3.8425 0.0 0.0 0.0 0.4423
H -2.7858 0.0298 -1.9378 0.0 0.0 0.0 0.2199
H 0.7173 -2.4165 -2.2260 0.0 0.0 0.0 0.2530
H -0.2605 -3.5713 -4.1533 0.0 0.0 0.0 0.4525

[2]
84
Properties=species:S:1:pos:R:3:forces:R:3:mulliken_charge:R:1 method="wB97M-V/def2-TZVPD" relative_energy_kcal_mol=552.6 homo_lumo_gap_ev=6.5 e_tot_ha=-2295.3335 homo_ev=-8.905 lumo_energy_ev=-2.436
C -8.2677 -0.7983 0.8604 0.5 -0.2 1.1 -1.3893
C -6.8537 -0.9213 0.1753 -1.5 2.6 1.3 0.7097
C -6.1206 0.3057 0.5132 -3.9 -1.3 6.0 -1.2646
O -6.1279 -1.9881 0.6530 0.2 -2.6 1.4 -0.5192
H -8.6468 -1.6879 0.4556 -1.9 -1.2 -0.3 0.4242
H -8.8879 0.1042 0.6192 0.7 -0.9 -0.1 0.3373
H -8.2978 -0.9471 2.0177 0.6 0.4 -2.0 0.2960
H -7.0169 -0.7970 -0.9588 0.5 -1.7 1.4 0.2506
H -6.4002 0.6414 1.5979 1.1 -0.8 -1.4 0.2969
H -6.5436 1.0057 0.0089 -2.1 5.0 -3.6 0.6169
H -5.1787 0.2033 0.3592 6.2 -0.3 -0.9 0.0092
H -5.8442 -1.9900 1.6200 -1.2 0.9 -1.9 0.3418
C 5.3064 1.6237 4.0629 2.7 -1.6 3.9 -1.0954
C 4.1795 1.6137 3.0931 -1.2 -2.2 -0.9 1.0059
C 3.0380 2.6451 3.1240 1.0 -3.8 0.5 -1.8808
O 4.7750 1.6811 1.8138 -5.8 2.3 9.5 -0.2471
H 4.9829 1.5717 5.1604 -0.1 -0.3 -1.4 0.3843
H 5.9366 2.6113 4.2052 -0.8 -1.9 -1.2 0.3127
H 6.0372 0.4777 3.9638 -2.0 4.1 0.0 0.2425
H 3.8918 0.5202 2.9532 -1.0 1.2 1.4 -0.2138
H 2.4658 2.3635 3.9378 -1.6 -0.4 1.9 0.4892
H 2.4171 2.4957 2.2818 -0.3 0.5 -1.1 0.4629
H 3.4030 3.5620 3.3501 1.0 3.1 0.0 0.5028
H 5.3419 2.2979 2.0159 5.4 5.5 0.5 0.2633
C 0.7300 -3.0313 3.9362 -2.3 7.7 -2.5 -0.5380
C 0.8991 -1.9110 2.9917 -2.2 -3.7 3.6 -0.2885
C 2.0892 -1.8051 2.1719 0.6 0.0 -1.1 0.4207
O 2.3397 -0.9564 1.3197 -0.1 -1.5 0.8 -0.3796
C 3.1086 -2.7838 2.3135 2.0 -4.7 3.9 -0.2789
C 3.0904 -3.7318 3.3882 0.4 2.4 -3.2 -0.5426
C 1.7984 -3.8946 4.1438 2.6 -4.8 0.7 0.2178
O 1.6846 -4.9816 4.7430 -0.1 1.8 -0.3 -0.5568
H -0.1867 -2.8558 4.6062 1.6 -1.2 -1.0 0.3713
H 0.0525 -1.2084 2.9000 1.0 -0.5 0.1 0.7544
H 3.9470 -2.7830 1.6085 -0.4 0.3 0.3 0.4935
H 3.9314 -4.4787 3.5546 -1.4 1.1 -0.2 0.3540
C 5.2706 2.5195 -0.2345 -0.2 -4.0 1.9 -0.6477
C 4.9701 1.0890 0.1692 3.3 3.1 -14.3 0.0911
C 5.0463 0.1237 -1.0626 -1.7 -1.0 1.6 0.7240
O 4.8296 -1.0830 -0.9376 0.4 0.3 1.1 -0.5570
C 5.1526 0.5307 -2.4065 1.7 8.1 -2.9 -0.4581
C 5.5388 1.9946 -2.6586 -2.6 -9.5 6.2 -0.8459
C 5.7989 2.9211 -1.5812 -3.8 -5.1 2.3 0.0323
O 6.1916 3.9964 -1.7307 2.5 5.4 -1.1 -0.5032
H 5.3225 3.4105 0.4822 -0.2 -1.5 -1.1 0.2306
H 5.0648 0.6686 1.0581 1.1 -4.9 0.3 0.6867
H 4.8329 -0.1596 -3.1899 0.5 0.3 0.1 0.4193
H 5.8022 2.2842 -3.5158 1.5 2.2 -7.1 0.7364
C 1.0444 0.6330 0.5110 0.6 4.0 -7.0 0.6839
C 1.2947 1.0652 -0.9742 -1.7 -2.6 5.1 -1.1013
C 0.0997 1.0243 -1.9790 3.4 1.9 0.5 0.0451
O 0.2017 1.3860 -3.1450 0.4 -0.6 0.5 -0.5613
C -1.1995 0.7908 -1.4598 -3.7 -3.8 4.3 0.3303
C -1.4393 0.4097 -0.0805 -3.4 0.8 -4.9 0.0339
C -0.4110 0.4131 0.9000 3.3 0.5 -0.4 -0.0267
O -0.6504 0.2085 2.0539 -1.2 0.1 1.9 -0.7332
H 1.9143 0.6883 1.2226 -2.2 0.9 -1.1 0.3646
H 2.3482 1.2287 -1.2866 -1.1 0.1 0.0 0.3024
H -1.9680 0.5255 -2.2567 0.8 1.0 1.3 0.2810
H -2.5579 0.1013 0.3375 3.1 0.9 -1.3 0.1210
C -1.3293 2.5328 -5.7361 -0.5 2.1 1.1 -0.3761
C -1.5804 3.5085 -4.7356 -2.2 -6.5 -3.1 -0.6888
C -2.7160 3.3434 -3.7528 0.1 1.1 0.5 0.5446
O -2.9168 4.1623 -2.8608 0.5 -0.4 -0.8 -0.5861
C -3.5639 2.1733 -3.8567 -2.7 -6.0 -3.3 -0.1822
C -3.3687 1.2058 -4.9771 -1.6 2.6 5.4 -0.1010
C -2.3295 1.4343 -5.9795 0.2 -0.3 0.5 0.3417
O -2.3156 0.6802 -6.9294 0.6 0.3 -0.5 -0.5507
H -0.4771 2.4890 -6.4919 -1.1 0.6 1.3 0.3444
H -1.0049 4.2954 -4.5817 2.7 3.4 0.6 0.6418
H -4.5448 1.8889 -3.1451 3.2 1.3 -1.7 0.2080
H -3.9479 0.2206 -4.9828 0.8 1.7 -0.3 0.4059
C -0.8829 -3.2536 -1.4930 -3.9 3.7 -3.1 -0.3520
C -2.1449 -2.5335 -1.8461 3.7 -1.6 -0.4 -0.3090
C -3.3015 -2.4493 -0.8397 0.4 -0.3 0.0 0.0875
O -4.4291 -2.0413 -1.0525 2.0 -0.1 -1.3 -0.4721
C -2.9431 -2.8942 0.5410 4.6 -1.4 -4.0 -0.0786
C -1.7710 -3.5098 0.8183 -1.8 0.1 3.6 -0.1321
C -0.7781 -3.8378 -0.1999 2.4 -2.3 1.2 0.3049
O 0.1910 -4.6090 -0.0056 -1.9 1.4 0.3 -0.6195
H 0.1050 -3.3422 -2.0679 -2.0 0.3 0.3 0.3610
H -2.3050 -2.0042 -2.8678 0.4 -1.2 1.9 0.3483
H -3.5604 -2.6411 1.2496 -3.5 1.1 3.8 0.6728
H -1.6559 -3.7613 1.9967 0.4 0.3 -3.2 0.1760

[3]
90
Properties=species:S:1:pos:R:3:forces:R:3:mulliken_charge:R:1 method="wB97M-V/def2-TZVPD" relative_energy_kcal_mol=823.4 homo_lumo_gap_ev=4.2 e_tot_ha=-3392.0315 homo_ev=-7.592 lumo_energy_ev=-3.369
O 3.8006 -14.3843 -5.7173 -2.0 -0.2 0.5 -0.4241
S 2.3568 -14.4500 -5.6104 -1.2 1.1 -1.8 0.8138
O 1.6348 -15.6866 -5.8268 0.7 1.2 0.4 -0.6758
O 1.9301 -13.8040 -4.1416 -0.1 -2.0 -2.7 -0.2274
C 0.5882 -13.8180 -3.6479 -1.3 1.2 -2.2 -0.8057
C 0.6135 -12.9940 -2.4057 -1.8 2.3 -2.3 -0.6428
C 1.6316 -13.0984 -6.8540 -0.2 -1.4 1.9 -0.9838
H 0.2003 -14.8098 -3.4153 0.6 0.8 -1.7 0.4731
H -0.0167 -13.3682 -4.4353 -0.4 0.0 0.0 0.9801
H 1.4519 -13.3968 -1.8373 -3.0 0.6 -1.4 -0.4852
H -0.3439 -12.8422 -1.9072 -0.2 -0.6 -0.3 0.5994
H 0.9967 -11.9848 -2.5569 -1.6 0.3 -0.6 0.4936
H 2.2392 -12.1971 -6.7732 0.2 -0.4 -0.4 0.2812
H 0.6253 -12.8596 -6.5098 0.0 0.0 0.4 0.3777
H 1.4401 -13.5668 -7.8194 0.9 0.0 0.0 0.4154
O -1.5814 -14.1926 0.0553 3.0 -1.7 1.4 -0.6648
S -0.2469 -14.5792 0.6120 -1.6 3.5 -1.6 1.1175
O -0.0225 -14.9921 1.9892 -2.5 0.7 -1.2 -0.6534
O 0.5514 -15.6647 -0.2991 -4.5 0.3 -1.3 -0.3960
C 0.1361 -15.7231 -1.7097 0.2 -1.5 -0.3 -0.7132
C 1.3211 -16.2413 -2.5720 0.3 -1.4 1.0 -1.5323
C 0.8834 -13.1497 0.2537 -1.7 0.1 3.0 0.0610
H -0.2020 -14.7685 -2.1126 -0.3 -0.9 1.9 0.2932
H -0.6814 -16.4347 -1.8257 -0.1 0.0 0.4 0.4492
H 2.2190 -15.6377 -2.4397 -0.9 -0.9 -1.4 0.7406
H 1.0936 -16.4871 -3.6093 -0.3 0.7 0.0 0.7113
H 1.6530 -17.2270 -2.2458 -0.2 -0.1 0.6 0.3897
H 0.5545 -12.2863 0.8321 -0.5 -0.1 0.0 0.7066
H 0.9817 -12.9557 -0.8144 -1.2 0.7 2.8 0.1648
H 1.8470 -13.4076 0.6931 -2.0 -0.3 0.7 -0.3634
C 4.4336 -17.5010 0.4162 0.1 -0.3 0.6 -1.1689
C 4.0018 -17.4942 1.7035 1.3 -0.9 -2.0 -0.8210
C 2.8872 -16.6551 2.1280 0.1 -0.4 -0.5 -0.5800
O 2.4713 -16.6026 3.2490 -0.2 -0.2 1.8 -0.5550
C 2.2224 -15.8921 1.0914 3.9 0.2 -1.8 1.1447
C 2.7922 -15.7944 -0.1588 2.6 -6.5 5.0 1.7368
C 3.8924 -16.5794 -0.6291 -0.5 -4.0 4.3 0.1182
O 4.4142 -16.4584 -1.7398 -1.3 -7.4 -1.0 -0.6844
H 5.2164 -18.2130 0.2001 0.2 0.0 -0.5 0.5175
H 4.5036 -18.2402 2.3020 -0.3 0.2 0.8 0.4577
H 1.4031 -15.3082 1.4841 1.6 -0.8 0.2 -0.0689
H 2.4842 -15.1206 -0.9446 0.1 -6.6 2.6 -1.1059
C 3.8113 -12.9359 0.4330 2.3 -0.2 -0.4 0.5554
C 4.9645 -13.2060 -0.2705 -3.8 2.1 2.9 0.7951
C 6.2354 -12.8010 0.1895 1.6 -1.1 1.3 0.5113
O 7.2137 -13.3311 -0.3511 -0.5 1.6 1.1 -0.5846
C 6.2282 -11.9149 1.4489 -1.1 -0.4 -0.4 -0.7281
C 5.0825 -11.6579 2.1754 2.0 -0.6 -1.5 -0.8452
C 3.7552 -12.2476 1.7528 1.9 1.5 -1.3 0.2722
O 2.7115 -11.9007 2.2440 -0.3 -0.3 0.6 -0.5474
H 2.8334 -13.1235 0.0148 2.1 0.7 0.6 -0.3696
H 4.9306 -13.7353 -1.2113 1.7 2.5 2.2 -0.1391
H 7.2306 -11.5504 1.6179 -0.1 0.5 0.6 0.4563
H 5.0891 -10.8879 2.9326 0.0 -0.3 0.4 0.4380
C 4.0275 -12.4550 -3.7568 -1.9 -3.2 1.9 0.1314
C 3.1520 -12.6939 -2.7120 1.8 -0.4 -1.0 -0.4277
C 3.1578 -13.8986 -1.8680 5.0 4.2 -6.3 2.0648
O 2.2371 -14.1857 -1.1731 -2.4 8.4 -4.1 -0.3923
C 4.4246 -14.6178 -2.0426 -0.9 0.4 -2.2 -0.2377
C 5.3616 -14.3173 -2.9727 0.1 0.7 -1.2 -0.1179
C 5.2510 -13.2053 -3.9293 -1.6 -4.4 0.5 0.4009
O 6.1013 -12.9653 -4.8124 -12.4 3.6 -0.6 -0.5233
H 3.9162 -11.5823 -4.3832 -1.9 -1.6 -1.1 -0.1663
H 2.3277 -12.0011 -2.6290 1.4 -0.4 -0.1 0.2810
H 4.6624 -15.3175 -1.2551 1.9 4.9 0.0 -0.0379
H 6.2822 -14.8771 -2.8980 -0.1 0.4 0.9 0.8368
C 7.0631 -14.6727 -5.0411 2.4 -3.2 -0.4 0.4581
C 7.6993 -13.5043 -5.0899 5.4 -1.1 0.2 -0.1330
C 8.8807 -13.2318 -5.9180 0.4 1.0 1.4 -0.3542
O 9.5572 -12.1980 -5.8287 -1.1 -1.5 -0.5 -0.6069
C 9.2003 -14.3797 -6.7029 0.7 -3.9 -2.8 -0.4288
C 8.5339 -15.6002 -6.8030 1.0 3.3 0.6 -0.6523
C 7.3884 -15.8046 -5.8899 -0.7 -0.8 -0.2 0.2547
O 6.6966 -16.8241 -5.9074 0.7 0.6 0.0 -0.6292
H 6.2739 -14.7528 -4.3082 1.1 -1.9 -2.1 0.0584
H 7.3820 -12.6980 -4.4452 4.2 0.6 1.3 0.4931
H 10.0688 -14.3248 -7.3424 0.2 0.4 -0.2 0.3967
H 8.8043 -16.2972 -7.5824 0.1 -0.3 0.3 0.4660
C 5.5579 -10.3435 -5.1378 0.1 -2.0 2.0 -0.5273
C 5.2272 -10.9150 -3.9124 3.2 4.1 0.2 0.0409
C 4.2296 -10.3894 -2.8944 2.3 0.9 0.8 0.6049
O 4.0579 -10.9903 -1.8170 0.7 4.8 -1.5 -0.3425
C 3.5535 -9.2511 -3.5542 -1.3 0.1 1.8 -0.8120
C 3.8382 -8.7502 -4.7543 -1.5 0.7 -0.7 -0.6952
C 4.8381 -9.2483 -5.6982 1.5 -0.5 0.9 0.1391
O 5.1352 -8.7963 -6.7788 -0.8 0.7 -0.5 -0.5768
H 6.2471 -10.9078 -5.7485 0.2 0.4 0.0 0.4311
H 5.8296 -11.7733 -3.6539 0.8 3.0 1.1 0.3718
H 2.7231 -8.8655 -2.9814 -0.2 0.4 -0.1 0.5106
H 3.1969 -8.0018 -5.1960 -0.1 0.4 0.3 0.4156